No. 1
The molecule C5H9N. Source: OMol25; level of theory: ωB97M-V/def2-TZVPD.

The HOMO energy (alpha / beta) is -7.0 / -7.0 eV. As for the charge: 0. The LUMO energy (alpha / beta) is 0.8520 / 0.8490 eV.

Structure (XYZ):
```
15
Properties=species:S:1:pos:R:3:mulliken_charge:R:1
C 0.192 -1.723 -0.131 -0.50
C 1.024 -1.064 0.926 -0.71
C -0.325 -0.505 0.587 -0.14
N -0.419 0.758 -0.141 0.08
C 0.636 1.567 -0.349 -0.80
C -1.573 1.170 -0.683 -0.65
H 0.506 -1.590 -1.163 0.26
H -0.279 -2.677 0.090 0.25
H 1.140 -1.553 1.889 0.23
H 1.887 -0.501 0.589 0.31
H -1.138 -0.646 1.293 0.42
H 1.302 1.849 0.456 0.31
H 0.677 2.057 -1.311 0.33
H -2.216 0.487 -1.223 0.27
H -1.770 2.232 -0.654 0.34
```

No. 2
The molecule C5H9N. Source: OMol25; level of theory: ωB97M-V/def2-TZVPD.

The HOMO energy is -9.0 eV. As for the charge: 0. The LUMO energy is 1.0533 eV. Its SMILES is C=C=NCCC.

Structure (XYZ):
```
15
Properties=species:S:1:pos:R:3:mulliken_charge:R:1
C -1.453 0.984 1.290 -0.89
C -0.464 1.592 0.686 0.65
N 0.548 1.909 0.073 -0.58
C 1.323 0.663 -0.289 -0.54
C 0.697 -0.718 -0.043 -0.44
C -0.486 -1.159 -0.932 -1.14
H -1.350 0.712 2.335 0.30
H -2.300 0.649 0.702 0.30
H 1.572 0.759 -1.354 0.33
H 2.250 0.720 0.300 0.33
H 0.478 -0.892 1.020 0.35
H 1.560 -1.346 -0.281 0.37
H -1.254 -1.692 -0.358 0.28
H -0.131 -1.850 -1.703 0.35
H -0.990 -0.331 -1.445 0.32
```

No. 3
A cluster of 2 separate species, C5H9N in total. Source: OMol25; level of theory: ωB97M-V/def2-TZVPD.

The HOMO energy is -7.9 eV. As for the charge: 0. The LUMO energy is 0.3300 eV.

Structure (XYZ):
```
15
Properties=species:S:1:pos:R:3:mulliken_charge:R:1
C -0.379 1.253 -0.567 -1.43
C -0.189 -0.079 0.120 1.41
C -1.215 -1.146 -0.184 -1.40
C 1.177 -0.561 0.284 -1.14
C 2.275 0.316 0.169 0.22
N 3.162 1.066 0.079 -0.52
H 0.336 1.994 -0.203 0.41
H -1.400 1.627 -0.451 0.40
H -0.170 1.086 -1.630 0.36
H -0.758 0.336 1.425 0.08
H -1.051 -1.446 -1.225 0.38
H -2.238 -0.776 -0.070 0.37
H -1.071 -2.027 0.447 0.37
H 1.342 -1.618 0.453 0.38
H 0.180 -0.026 1.355 0.11
```

No. 4
The molecule C5H9N. Source: OMol25; level of theory: ωB97M-V/def2-TZVPD.

The HOMO energy is -8.1 eV. As for the charge: 0. The LUMO energy is 0.9846 eV.

Structure (XYZ):
```
15
Properties=species:S:1:pos:R:3:mulliken_charge:R:1
C 1.652 -0.098 0.056 -1.51
C 0.292 0.588 0.179 0.44
C -0.559 0.375 -1.078 -0.70
C -0.578 -0.076 1.273 -0.52
C -1.502 -1.082 0.601 -0.53
N -1.410 -0.762 -0.672 -0.04
H 2.219 0.002 0.987 0.38
H 2.249 0.335 -0.755 0.37
H 1.527 -1.168 -0.150 0.36
H 0.437 1.656 0.372 0.32
H 0.036 0.126 -1.965 0.34
H -1.190 1.241 -1.317 0.29
H -1.961 -1.248 -1.369 0.19
H -1.231 0.655 1.772 0.29
H 0.017 -0.544 2.065 0.33
```

No. 5
The molecule C5H9N. Source: OMol25; level of theory: ωB97M-V/def2-TZVPD.

The HOMO energy is -9.1 eV. As for the charge: 0. The LUMO energy is 1.0556 eV. Its SMILES is C[C@H]1C=N[C@@H]1C.

Structure (XYZ):
```
15
Properties=species:S:1:pos:R:3:mulliken_charge:R:1
C 1.948 0.323 -0.254 -1.06
C 0.561 0.319 0.326 -0.20
C -0.453 1.679 0.064 -0.11
N -1.345 0.979 -0.534 -0.58
C -0.763 -0.318 -0.386 0.11
C -1.476 -1.416 0.359 -1.22
H 2.254 1.419 -0.270 0.23
H 1.868 -0.029 -1.319 0.31
H 2.682 -0.206 0.371 0.30
H 0.461 0.050 1.289 0.58
H -0.305 2.777 0.093 0.33
H -0.440 -0.629 -1.310 0.39
H -2.383 -1.511 -0.226 0.33
H -1.722 -1.098 1.436 0.28
H -0.887 -2.339 0.361 0.31
```

No. 6
The molecule C5H9N. Source: OMol25; level of theory: ωB97M-V/def2-TZVPD.

The HOMO energy is -7.6 eV. As for the charge: 0. The LUMO energy is 1.0214 eV. Its SMILES is C=CNC(=C)C.

Structure (XYZ):
```
15
Properties=species:S:1:pos:R:3:mulliken_charge:R:1
C 1.408 1.824 0.563 -0.85
C 0.919 1.350 -0.584 -0.16
N -0.155 0.482 -0.787 -0.19
C -0.367 -0.680 -0.079 0.90
C 0.553 -1.136 0.786 -1.21
C -1.732 -1.275 -0.260 -1.28
H 2.132 2.618 0.551 0.28
H 1.187 1.380 1.516 0.35
H 1.186 1.851 -1.509 0.30
H -0.763 0.653 -1.574 0.24
H 1.608 -0.933 0.778 0.41
H 0.267 -1.863 1.525 0.22
H -2.504 -0.575 0.061 0.31
H -1.909 -1.511 -1.310 0.34
H -1.829 -2.186 0.324 0.34
```

No. 7
The molecule C5H9N. Source: OMol25; level of theory: ωB97M-V/def2-TZVPD.

The HOMO energy is -8.1 eV. As for the charge: 0. The LUMO energy is 1.2374 eV. Its SMILES is C1CC1N1CC1.

Structure (XYZ):
```
15
Properties=species:S:1:pos:R:3:mulliken_charge:R:1
C 1.378 0.833 -0.932 -0.59
C 1.424 1.004 0.569 -0.62
C 0.825 -0.232 -0.019 -0.05
N -0.580 -0.258 -0.083 -0.01
C -1.662 -0.280 0.815 -0.42
C -1.556 -1.208 -0.454 -0.59
H 0.614 1.416 -1.456 0.26
H 2.283 0.591 -1.474 0.25
H 2.382 0.881 1.063 0.24
H 0.751 1.736 1.017 0.25
H 1.342 -1.191 0.067 0.39
H -1.427 -0.534 1.893 0.25
H -2.380 0.547 0.736 0.19
H -1.879 -1.037 -1.520 0.24
H -1.539 -2.281 -0.216 0.22
```

No. 8
A structure of composition C5H9N. Source: OMol25; level of theory: ωB97M-V/def2-TZVPD.

The HOMO energy is -7.6 eV. As for the charge: 0. The LUMO energy is -0.3254 eV.

Structure (XYZ):
```
15
Properties=species:S:1:pos:R:3:mulliken_charge:R:1
C 0.178 0.570 -0.929 -0.45
C -1.314 -1.199 0.131 -1.16
C -0.978 0.286 0.132 0.54
C 1.241 0.536 0.060 -0.01
C 2.419 0.019 0.284 -0.62
N -1.949 1.151 0.209 -0.70
H -1.841 1.830 0.960 0.22
H 0.262 -0.215 -1.681 0.31
H 0.029 1.568 -1.341 0.29
H 0.251 0.488 1.079 0.05
H -1.745 -1.476 -0.831 0.32
H -0.409 -1.790 0.280 0.34
H -2.043 -1.409 0.912 0.33
H 2.847 -0.061 1.274 0.26
H 3.053 -0.298 -0.539 0.26
```

No. 9
The molecule C5H9N. Source: OMol25; level of theory: ωB97M-V/def2-TZVPD.

The HOMO energy (alpha / beta) is -7.0 / -7.4 eV. As for the charge: 0. The LUMO energy (alpha / beta) is 0.4586 / 0.6203 eV.

Structure (XYZ):
```
15
Properties=species:S:1:pos:R:3:mulliken_charge:R:1
C 0.384 0.314 -0.798 0.61
C 1.094 1.182 0.085 -1.22
C -1.125 0.111 -0.649 -0.51
C -1.589 -0.210 0.769 -1.17
C 1.143 -1.026 -0.431 0.06
N 1.995 -1.691 0.116 -0.54
H 0.632 0.463 -1.850 0.29
H 2.711 -1.360 0.756 0.28
H 2.057 1.574 -0.211 0.36
H 0.864 1.186 1.142 0.28
H -1.597 1.034 -0.995 0.28
H -1.429 -0.691 -1.329 0.30
H -2.668 -0.375 0.792 0.36
H -1.108 -1.118 1.144 0.32
H -1.364 0.606 1.458 0.30
```

No. 10
The ion C5H9N with charge +1. Source: OMol25; level of theory: ωB97M-V/def2-TZVPD.

The HOMO energy (alpha / beta) is -13.7 / -15.3 eV. The multiplicity is 2. As for the charge: +1. As for the expectation value of S²: 0.772. The LUMO energy (alpha / beta) is -3.8415 / -6.7650 eV.

Structure (XYZ):
```
15
Properties=species:S:1:pos:R:3:mulliken_spin:R:1
N 0.459 0.573 1.557 0.22
C 0.453 0.791 0.262 0.14
C -0.270 -0.051 -0.610 0.38
C -1.093 -1.161 -0.213 -0.03
C -1.196 -2.258 -0.975 0.25
C 1.332 1.869 -0.265 0.02
H 1.100 0.993 2.218 -0.01
H -0.176 -0.095 1.982 -0.01
H -0.247 0.229 -1.657 0.01
H -1.631 -1.022 0.721 0.02
H -1.845 -3.084 -0.752 0.01
H -0.632 -2.310 -1.897 0.01
H 2.365 1.509 -0.229 0.01
H 1.307 2.754 0.374 0.00
H 1.072 2.185 -1.261 0.00
```

No. 11
A structure of composition C5H9N2. Source: OMol25; level of theory: ωB97M-V/def2-TZVPD.

The HOMO energy is -16.6 eV. As for the charge: +1. The LUMO energy is -6.2538 eV.

Structure (XYZ):
```
16
Properties=species:S:1:pos:R:3:mulliken_charge:R:1
C 0.278 1.898 -0.442 0.19
C 0.220 -0.995 -1.286 -0.25
C 1.022 -0.641 -0.039 -0.62
C -0.929 -0.238 -0.721 -0.59
C -0.374 0.428 1.810 -0.70
N 0.262 2.778 -1.147 -0.22
N -0.043 0.269 0.389 0.20
H 0.744 -0.697 -2.290 0.29
H 0.151 -2.133 -1.367 0.31
H 1.109 -1.378 0.661 0.42
H 1.991 -0.173 -0.028 0.31
H -1.407 0.348 -1.564 0.27
H -1.688 -0.889 -0.330 0.33
H 0.534 0.660 2.421 0.34
H -1.066 1.322 1.978 0.31
H -0.805 -0.558 1.955 0.40
```

No. 12
The ion C5H9N2 with charge +1. Source: OMol25; level of theory: ωB97M-V/def2-TZVPD.

The HOMO energy (alpha / beta) is -12.2 / -12.2 eV. As for the charge: +1. The LUMO energy (alpha / beta) is -4.6514 / -4.6532 eV.

Structure (XYZ):
```
16
Properties=species:S:1:pos:R:3:mulliken_charge:R:1
C -1.178 -0.441 -0.051 -0.41
C 0.110 1.587 -1.304 -0.18
C 0.464 -1.478 1.819 -0.39
C 1.072 0.530 -0.959 -0.59
C 0.556 0.014 1.754 -0.03
N -0.264 0.188 -1.141 -0.02
N -0.500 -0.467 1.169 0.06
H -2.125 0.146 -0.170 0.33
H -1.451 -1.423 -0.345 0.32
H -0.115 2.306 -0.573 0.20
H -0.100 2.044 -2.326 0.23
H 1.304 -1.929 1.179 0.25
H 0.253 -1.980 2.752 0.29
H 1.773 0.022 -1.528 0.21
H 0.839 1.028 1.823 0.38
H -0.638 -0.148 -2.098 0.38
```

No. 13
The ion C5H9N2 with charge +1. Source: OMol25; level of theory: ωB97M-V/def2-TZVPD.

The HOMO energy (alpha / beta) is -12.5 / -12.5 eV. As for the charge: +1. The LUMO energy (alpha / beta) is -4.2172 / -4.2175 eV.

Structure (XYZ):
```
16
Properties=species:S:1:pos:R:3:mulliken_charge:R:1
C 0.433 -0.340 -1.620 -0.22
C 0.571 1.827 -0.649 -0.38
C -0.829 0.769 1.057 -0.91
C 0.497 -1.322 0.822 -0.40
C -0.064 -1.197 -0.548 0.04
N 0.578 0.917 -1.578 -0.31
N -0.749 -0.594 0.717 0.07
H 0.557 -0.815 -2.588 0.41
H 0.064 2.748 -0.886 0.33
H 1.370 1.877 0.075 0.33
H -0.267 1.067 1.922 0.36
H -1.782 1.233 0.889 0.38
H 0.488 -2.283 1.317 0.29
H 1.349 -0.706 1.076 0.27
H -0.624 -2.047 -0.923 0.39
H -1.591 -1.135 0.918 0.35
```

No. 14
The ion C5H9N2 with charge +1. Source: OMol25; level of theory: ωB97M-V/def2-TZVPD.

The HOMO energy is -14.3 eV. As for the charge: +1. The LUMO energy is -3.9201 eV.

Structure (XYZ):
```
16
Properties=species:S:1:pos:R:3:mulliken_charge:R:1
C 1.107 -0.586 0.254 0.35
C -1.115 -0.451 0.084 0.08
C 1.484 -1.709 -0.224 -0.70
C 1.219 0.819 0.470 -0.26
C 0.075 1.595 -0.246 -0.56
N -1.231 0.784 -0.148 -0.19
N -2.099 -1.304 0.019 -0.30
H 2.495 -1.745 -0.488 0.31
H 0.794 -2.557 -0.569 0.20
H 1.058 1.071 1.580 0.24
H 2.085 1.365 0.072 0.38
H -0.116 2.580 0.199 0.33
H 0.365 1.589 -1.305 0.33
H -2.046 1.122 -0.670 0.26
H -1.810 -2.215 0.289 0.27
H -3.011 -0.898 0.036 0.25
```

No. 15
The ion C5H9N2 with charge +1. Source: OMol25; level of theory: ωB97M-V/def2-TZVPD.

The HOMO energy is -13.9 eV. As for the charge: +1. The LUMO energy is -4.3113 eV. Its SMILES is CCc1c[nH]c[nH+]1.

Structure (XYZ):
```
16
Properties=species:S:1:pos:R:3:mulliken_charge:R:1
C 0.849 -1.617 -1.579 -1.04
C -0.411 -1.211 -0.667 -0.46
C -0.184 -0.046 0.222 0.23
C -1.324 0.647 0.563 -0.18
N -0.856 1.574 1.480 -0.07
C 0.567 1.529 1.672 -0.20
N 0.924 0.788 0.584 -0.09
H 0.826 -0.654 -2.108 0.31
H 0.563 -2.462 -2.399 0.30
H 1.775 -1.739 -1.030 0.31
H -0.557 -2.104 -0.066 0.31
H -1.322 -1.003 -1.308 0.30
H -2.470 0.667 0.296 0.33
H -1.320 2.362 1.878 0.24
H 0.969 2.372 2.132 0.38
H 1.972 0.897 0.329 0.33
```

Relative energy (zero: lowest compared OMol25 entry of this formula, charge and spin) in kcal per mole, matching the order above: 88.2, 42.6, 103.9, 37.5, 59.0, 33.4, 74.6, 128.8, 87.3, 0.0, 155.4, 191.8, 131.4, 99.2, 79.2
Energy in eV, matching the order above: -6817.1691, -6819.1480, -6816.4914, -6819.3683, -6818.4360, -6819.5476, -6817.7589, -6815.4100, -6817.2100, -6812.8761, -8298.9944, -8297.4164, -8300.0342, -8301.4295, -8302.2977